{
  "formula": "C3H26N6O10",
  "method": "ωB97M-V/def2-TZVPD",
  "e_lumo_ev": -0.60,
  "e_tot_ev": -32939.1996,
  "de_lowest_kj_mol": 1308.9,
  "species": ["O", "H", "H", "O", "H", "H", "O", "H", "H", "O", "H", "H", "O", "H", "H", "O", "H", "H", "O", "H", "H", "C", "O", "N", "N", "H", "H", "H", "H", "C", "O", "N", "N", "H", "H", "H", "H", "C", "O", "N", "N", "H", "H", "H", "H"],
  "coordinates": [[-1.9504, -1.1606, -2.2053], [-1.3667, -0.8862, -2.9126], [-1.3623, -1.4308, -1.5000], [2.7678, -0.3730, 1.2443], [2.0699, -0.7360, 1.7897], [3.0333, 0.4280, 1.6961], [1.4145, 0.8044, 2.7071], [1.1498, 1.7203, 2.6217], [0.6187, 0.3062, 2.5207], [0.5326, -2.6085, -2.4394], [0.3045, -3.3131, -1.8330], [1.4073, -2.3311, -2.1670], [-1.7707, 1.4683, 1.2083], [-1.6694, 2.3465, 0.8411], [-0.8748, 1.1517, 1.3237], [-0.5596, -3.5443, -0.2049], [0.3314, -3.8684, -0.0732], [-0.9248, -3.4811, 0.6776], [-0.8401, 2.3523, -1.2023], [-0.9358, 2.9514, -0.4619], [-1.1812, 2.8404, -1.9516], [0.2606, -0.2859, 0.2200], [0.2992, -0.3053, 1.4486], [0.4527, 0.7529, -0.4593], [0.1403, -1.3099, -0.4910], [0.8192, 1.5717, 0.0049], [0.0173, 0.8457, -1.3659], [0.1266, -2.1712, 0.0364], [0.6627, -1.2560, -1.3537], [-1.3765, -2.4820, 2.4103], [-0.9388, -3.3580, 1.6892], [-0.6132, -1.5095, 2.7908], [-2.5583, -2.3890, 2.9547], [-0.8320, -0.9805, 3.6229], [0.1978, -1.4299, 2.1942], [-3.2912, -3.0623, 2.7827], [-2.8609, -1.6805, 3.6078], [1.5897, 3.1466, -2.7345], [2.6242, 2.9199, -3.3918], [1.3907, 2.9416, -1.4729], [0.5118, 3.6603, -3.2543], [2.2132, 2.7682, -0.9129], [0.4293, 2.8234, -1.1871], [0.6081, 3.9743, -4.2094], [-0.0666, 4.1790, -2.6090]],
  "mulliken_charge": [-0.71, 0.29, 0.37, -0.72, 0.36, 0.33, -0.73, 0.26, 0.59, -0.70, 0.41, 0.36, -0.59, 0.24, 0.35, -1.06, 0.29, 0.48, -0.77, 0.44, 0.34, -0.16, -1.22, 0.10, 0.03, 0.56, 0.16, 0.09, 0.28, 0.64, -0.68, -0.13, -0.42, 0.23, 0.34, 0.23, 0.16, 0.29, -0.71, -0.46, -0.39, 0.13, 0.64, 0.24, 0.24]
}



{
  "formula": "C3H26O12S",
  "method": "ωB97M-V/def2-TZVPD",
  "e_lumo_ev": 0.12,
  "e_tot_ev": -38937.9592,
  "smiles": "O=C(O)CCS.O.O.O.O.O.O.O.O.O.O",
  "de_lowest_kj_mol": 12.7,
  "species": ["O", "C", "O", "C", "C", "S", "H", "H", "H", "H", "H", "H", "H", "H", "O", "H", "H", "O", "H", "H", "O", "H", "H", "O", "H", "H", "O", "H", "H", "O", "H", "H", "O", "H", "H", "O", "H", "H", "O", "H", "H", "O"],
  "coordinates": [[-0.6374, -1.4528, -2.0533], [-1.1099, -1.5439, -0.9231], [-1.9866, -2.5733, -0.8141], [-0.6793, -0.7191, 0.2206], [-1.7067, -0.5542, 1.3122], [-1.8891, -1.6869, 2.7270], [-1.7187, -3.1399, -1.5488], [0.2715, -1.1399, 0.6504], [-0.4291, 0.3194, -0.0267], [-2.6692, -0.2556, 0.8990], [-1.6207, 0.4689, 1.7771], [-3.1708, -2.2727, 2.6052], [-0.7126, 3.2001, 0.9610], [-0.2713, 2.8927, -0.4333], [-1.0729, 2.9208, 0.1078], [0.6751, -0.8151, -3.4948], [0.4323, -0.0739, -4.6268], [1.1505, -0.1156, -3.9727], [-0.0015, -3.9118, 0.7384], [1.0068, -4.5371, -0.2646], [0.6278, -3.7088, 0.0361], [2.4871, 0.3810, 0.6814], [3.7726, -0.0022, 1.4163], [2.9103, 0.3921, 1.5553], [-0.9243, 0.6283, -3.0197], [-2.0544, 1.5295, -3.7964], [-1.1680, 1.1681, -3.7735], [1.5222, 3.3239, 1.6185], [2.0858, 2.0207, 2.1804], [1.6136, 2.8330, 2.4441], [2.8996, -1.9410, 1.1712], [1.9056, -2.2818, 0.1335], [2.8232, -1.9071, 0.2099], [0.4182, 2.0085, 3.2854], [0.2592, 1.0311, 4.3792], [-0.2121, 1.3108, 3.5863], [-4.0895, 2.0499, -0.2221], [-2.8486, 1.7799, -0.9269], [-3.3548, 1.4170, -0.1904], [3.0782, 0.5455, -1.5786], [1.8509, 1.1669, -1.8598], [2.5370, 1.2444, -1.1708]],
  "mulliken_charge": [-0.60, 0.51, -0.47, 0.84, -0.96, -0.27, 0.35, -0.14, -0.18, 0.49, 0.28, 0.14, 0.25, 0.29, -0.54, 0.39, 0.31, -0.65, 0.29, 0.25, -0.55, 0.40, 0.34, -0.74, 0.38, 0.29, -0.67, 0.28, 0.42, -0.71, 0.35, 0.29, -0.67, 0.40, 0.27, -0.57, 0.27, 0.23, -0.54, 0.34, 0.28, -0.65]
}



{
  "formula": "C3H27BeO11",
  "method": "ωB97M-V/def2-TZVPD",
  "e_lumo_ev": -3.41,
  "e_tot_ev": -26470.3032,
  "charge": 1,
  "de_lowest_kj_mol": 64.4,
  "species": ["Be", "C", "C", "C", "O", "H", "H", "H", "H", "H", "H", "H", "O", "H", "H", "O", "H", "H", "O", "H", "H", "O", "H", "H", "O", "H", "H", "O", "H", "H", "O", "H", "H", "O", "H", "H", "O", "H", "H", "O", "H", "H"],
  "coordinates": [[-0.3542, 0.1280, 2.0655], [-0.2825, 0.9163, -1.4528], [-1.2803, 0.9083, -0.3382], [-2.7548, 0.4926, -0.6532], [-0.7395, -0.0289, 0.5950], [0.7469, 1.1023, -1.0101], [-0.4421, 1.7120, -2.1809], [-0.1609, -0.0040, -1.9799], [-1.2354, 1.7820, 0.2785], [-3.3755, 0.8653, 0.1622], [-3.1000, -0.5210, -0.8522], [-3.1637, 0.9616, -1.5237], [0.0847, -1.2427, 2.8037], [0.2430, -1.2809, 3.7101], [0.7320, -1.8278, 2.4350], [0.6670, 1.4747, 2.4603], [0.6630, 2.0042, 3.2619], [1.0752, 2.0124, 1.7640], [-1.1107, -2.3538, -1.1496], [-1.1286, -1.5478, -0.6640], [-1.9334, -2.8013, -0.9799], [2.3889, -0.1421, 0.6766], [2.8292, 0.1558, -0.1270], [2.9964, -0.7321, 1.1109], [3.2333, 1.7210, -1.8046], [2.9279, 1.5804, -2.7266], [4.0532, 2.0937, -1.8818], [1.8599, 3.1039, 0.3737], [2.7019, 3.4634, 0.5897], [2.0576, 2.6014, -0.4066], [2.0180, -2.0313, -1.2488], [2.2129, -1.8182, -2.1818], [1.7399, -1.3430, -0.7220], [-1.8820, 0.6458, 2.8614], [-2.3403, 1.4002, 2.6513], [-2.5947, 0.2224, 3.3323], [0.3551, -2.4515, -3.7120], [-0.2593, -3.1490, -3.8355], [0.1478, -2.2295, -2.8471], [-2.8282, -2.0029, 1.2826], [-2.6700, -1.2451, 0.7222], [-2.0974, -2.5949, 1.1415]],
  "mulliken_charge": [0.02, -0.67, 0.40, -1.63, -0.20, -0.21, 0.46, 0.04, 0.72, 0.45, 0.43, 0.40, -0.17, 0.33, 0.34, -0.18, 0.33, 0.37, -0.69, 0.16, 0.33, -0.47, 0.30, 0.26, -0.55, 0.29, 0.25, -0.65, 0.31, 0.31, -0.64, 0.34, 0.28, -0.25, 0.28, 0.28, -0.62, 0.26, 0.36, -0.68, 0.01, 0.32]
}



{
  "formula": "C3H28O11",
  "method": "ωB97M-V/def2-TZVPD",
  "e_lumo_ev": -0.55,
  "e_tot_ev": -26088.5617,
  "smiles": "CC(C)O.O.O.O.O.O.O.O.O.O.O",
  "de_lowest_kj_mol": 222.8,
  "species": ["O", "H", "H", "O", "H", "H", "O", "H", "H", "O", "H", "H", "O", "H", "H", "O", "H", "H", "O", "H", "H", "O", "H", "H", "O", "H", "H", "O", "H", "H", "C", "C", "C", "O", "H", "H", "H", "H", "H", "H", "H", "H"],
  "coordinates": [[-1.8437, 0.5363, 3.7277], [-2.6289, 0.3349, 3.2132], [-1.5127, 1.3534, 3.3500], [-3.9365, -1.3608, -1.4867], [-3.4166, -1.6331, -0.7235], [-3.4690, -0.6060, -1.8552], [-1.3928, 0.4209, 0.2979], [-1.6676, 0.6578, -0.5925], [-1.1474, 1.2561, 0.7056], [-3.7214, -0.2494, 1.7963], [-2.7984, -0.3128, 1.5315], [-4.2137, -0.5304, 1.0236], [-1.0191, 2.7682, 1.8657], [-1.1852, 3.7113, 1.8254], [-0.0630, 2.6891, 1.8110], [-2.4230, 0.7103, -2.1931], [-2.2562, 0.1987, -2.9870], [-2.2905, 1.6220, -2.4614], [1.8419, 2.0638, 1.8818], [1.7865, 1.4942, 1.1084], [2.5926, 1.7299, 2.3744], [0.1487, -1.3121, -2.2543], [0.5488, -2.1325, -2.5502], [-0.7012, -1.2866, -2.6956], [0.3978, -2.1326, 0.3733], [0.1783, -1.2423, 0.6591], [0.4303, -2.0781, -0.5846], [-2.4071, -2.5942, 0.5229], [-1.4538, -2.5569, 0.3972], [-2.5695, -3.4810, 0.8477], [3.8056, 0.5658, -1.9080], [2.9434, -0.0213, -0.7891], [3.7585, -0.1604, 0.5142], [1.7689, 0.6732, -0.5375], [3.4355, 0.5513, -2.9333], [4.6955, -0.0653, -1.8917], [4.1817, 1.5749, -1.7374], [2.6256, -1.0426, -1.0075], [4.0629, 0.8441, 0.8117], [4.6665, -0.7610, 0.4744], [3.0988, -0.5652, 1.2819], [1.1498, 0.3683, -1.2068]],
  "mulliken_charge": [-0.67, 0.42, 0.32, -0.69, 0.27, 0.48, -0.34, 0.25, 0.34, -0.71, 0.29, 0.32, -0.65, 0.25, 0.36, -0.73, 0.28, 0.27, -0.73, 0.48, 0.31, -0.54, 0.31, 0.19, -0.73, 0.30, 0.39, -0.57, 0.39, 0.24, -1.42, 1.24, -1.74, -0.60, 0.35, 0.40, 0.32, 0.09, 0.35, 0.41, 0.37, 0.16]
}



{
  "formula": "C3H29NO12S",
  "method": "ωB97M-V/def2-TZVPD",
  "e_lumo_ev": 5.12,
  "e_tot_ev": -40478.4296,
  "charge": -2,
  "de_lowest_kj_mol": 106.2,
  "species": ["C", "C", "S", "N", "C", "O", "H", "H", "H", "H", "H", "H", "H", "H", "H", "O", "H", "H", "O", "H", "H", "O", "H", "H", "O", "H", "H", "O", "H", "H", "O", "H", "H", "O", "H", "H", "O", "H", "H", "O", "H", "H", "O", "H", "H", "O"],
  "coordinates": [[-0.3813, -0.2123, -1.5261], [0.4178, -1.2512, -2.3270], [2.1951, -1.3813, -1.8543], [-0.6847, -0.6439, -0.1638], [0.1552, -0.2467, 0.9444], [-0.6437, 0.0135, 2.0854], [0.2234, 0.6935, -1.5220], [-1.3541, 0.0979, -1.9200], [0.4084, -1.1239, -3.4083], [-0.0400, -2.2150, -2.1770], [-0.8979, -1.6322, -0.0878], [0.5602, 0.7486, 0.6937], [0.9206, -0.9561, 1.2891], [-2.4895, 3.2911, -1.2837], [-2.0620, 1.8955, -1.0737], [-2.6345, 2.4127, -1.6509], [3.2470, 2.1409, -1.5726], [1.9032, 1.5307, -1.3053], [2.3427, 2.3866, -1.3584], [0.7859, -1.2116, 3.3016], [2.0526, -0.6645, 3.9050], [1.5513, -1.4866, 3.8341], [-3.1887, -1.8504, -1.3147], [-3.3582, -0.7876, -0.2934], [-3.8464, -1.2148, -1.0130], [0.5259, 1.0062, 3.2291], [0.4851, 2.5763, 3.1941], [1.0074, 1.8228, 3.4735], [-1.3802, 1.2290, 2.1885], [-2.7225, 1.3116, 1.6933], [-2.1405, 1.9696, 2.0579], [-0.1641, -3.2758, -1.1042], [-0.3052, -3.8147, 0.2518], [-0.8708, -3.4919, -0.4779], [4.1679, -0.3063, 0.5362], [2.8799, -0.2990, 1.3450], [3.7377, 0.1347, 1.2726], [1.4909, -3.1154, 1.6399], [1.7571, -3.3111, 0.1402], [1.5372, -3.7724, 0.9392], [-1.3236, 1.2534, -3.5104], [0.0410, 1.0121, -4.0666], [-0.8760, 1.1017, -4.3530], [-0.2124, 3.1382, 0.2811], [-1.7191, 2.9926, 0.8315], [-1.0982, 3.5053, 0.2370]],
  "mulliken_charge": [-1.01, -0.94, -0.58, 0.55, 0.91, -1.14, 0.43, 0.03, 0.34, 0.20, 0.34, 0.22, -0.88, 0.34, 0.35, -0.67, 0.25, 0.39, -0.65, 0.35, 0.35, -0.71, 0.29, 0.36, -0.69, 0.38, 0.28, -0.70, 0.27, 0.33, -0.85, 0.35, 0.40, -0.77, 0.31, 0.33, -0.65, 0.40, 0.25, -0.81, 0.41, 0.33, -0.68, 0.26, 0.48, -0.73]
}



{
  "formula": "C3H29NO13",
  "method": "ωB97M-V/def2-TZVPD",
  "e_lumo_ev": 0.05,
  "e_tot_ev": -31688.6623,
  "smiles": "O=CNCCO.O.O.O.O.O.O.O.O.O.O.O",
  "de_lowest_kj_mol": 456.7,
  "species": ["C", "N", "C", "C", "O", "O", "H", "H", "H", "H", "H", "H", "H", "H", "H", "O", "H", "H", "O", "H", "H", "O", "H", "H", "O", "H", "H", "O", "H", "H", "O", "H", "H", "O", "H", "H", "O", "H", "H", "O", "H", "H", "O", "H", "H", "O"],
  "coordinates": [[1.0583, 1.6965, -1.0366], [0.3539, 0.5563, -1.4505], [0.4167, -0.7076, -0.7233], [-0.4883, -1.8178, -1.3222], [-1.7682, -1.5566, -0.8403], [0.9813, 2.7219, -1.7151], [1.8904, 1.4848, -0.3855], [-0.1574, 0.6307, -2.3387], [1.4236, -1.0494, -0.6553], [-0.0188, -0.4618, 0.2700], [-0.4788, -1.9453, -2.4516], [-0.1897, -2.8578, -1.0743], [-2.2819, -1.1221, -1.5150], [0.0459, -3.3855, 2.9845], [-0.9710, -3.2068, 3.8132], [-0.4950, -4.0121, 3.5335], [-0.5415, 2.4848, 2.1785], [-2.0137, 2.8918, 2.7517], [-1.0820, 2.8003, 2.9246], [1.5660, -1.5037, 2.9629], [0.1539, -0.9898, 2.7220], [0.8185, -1.6289, 2.4269], [-0.8873, 4.4993, -2.6786], [-0.3703, 3.2034, -2.4981], [-1.2439, 3.5820, -2.6696], [1.8853, 0.2800, -3.4248], [2.7576, 1.1889, -4.1249], [2.7584, 0.2672, -3.9080], [-2.4186, 2.4720, 0.2195], [-1.4545, 3.3234, -0.6796], [-1.5018, 2.7452, 0.0954], [-2.1860, 1.2577, -3.2506], [-1.1023, 1.6290, -4.1894], [-1.4181, 0.8895, -3.6333], [2.3118, -3.4106, -0.8225], [2.1705, -4.2061, 0.4134], [1.7438, -4.0568, -0.3966], [-2.8039, -0.2441, 2.2641], [-1.8955, 0.0351, 0.9453], [-2.2299, 0.3768, 1.8371], [2.3208, -1.4698, 1.4510], [3.8225, -1.7739, 1.2958], [3.0141, -1.5715, 0.7899], [-1.0934, 0.7465, 3.4724], [-0.0919, 0.9210, 4.5406], [-0.3097, 0.2940, 3.8924]],
  "mulliken_charge": [-0.37, 0.61, 0.33, -0.69, -0.54, -0.70, 0.47, 0.25, 0.37, -0.57, 0.32, 0.29, 0.33, 0.40, 0.29, -0.67, 0.32, 0.28, -0.64, 0.26, 0.42, -0.56, 0.30, 0.47, -0.70, 0.30, 0.31, -0.66, 0.26, 0.26, -0.52, 0.31, 0.27, -0.68, 0.31, 0.30, -0.61, 0.26, 0.31, -0.59, 0.29, 0.31, -0.65, 0.34, 0.28, -0.69]
}



{
  "formula": "C3H2AgFO2",
  "method": "ωB97M-V/def2-TZVPD",
  "e_lumo_ev": [-6.05, -6.14],
  "e_tot_ev": -13943.2102,
  "charge": 1,
  "multiplicity": 2,
  "de_lowest_kj_mol": 205.1,
  "species": ["O", "O", "C", "C", "C", "H", "H", "F", "Ag"],
  "coordinates": [[-0.7313, 0.7355, -0.6184], [0.9067, -0.7562, -0.2752], [0.3342, 1.5400, -0.5118], [1.4999, 0.7452, -0.1123], [-0.3231, -0.7099, -0.6001], [0.3129, 2.5299, -0.9606], [2.4161, 0.7979, -0.7100], [1.8091, 0.8682, 1.2062], [-2.4672, -1.5729, 0.4973]],
  "lowdin_spin": [0.13, 0.03, 0.57, 0.09, 0.09, 0.03, 0.01, 0.05, 0.01]
}



{
  "formula": "C3H2AgLiO3",
  "method": "ωB97M-V/def2-TZVPD",
  "e_lumo_ev": [-6.52, -6.51],
  "e_tot_ev": -13478.6310,
  "charge": 1,
  "multiplicity": 2,
  "de_lowest_kj_mol": 285.1,
  "species": ["C", "C", "O", "C", "O", "O", "Li", "H", "H", "Ag"],
  "coordinates": [[0.7323, 1.2408, -0.4526], [-0.1187, 0.1091, -0.0608], [0.4719, -0.6932, 0.9041], [-0.0394, -1.9673, 1.1067], [-0.7342, -2.4210, 0.1833], [0.3603, 2.3236, -0.8248], [-0.8240, -3.8078, 1.5024], [-1.1578, 0.4040, 0.1458], [0.2645, -0.2039, -1.1980], [1.0450, 5.0157, -1.3061]],
  "lowdin_spin": [0.54, 0.12, 0.01, 0.00, 0.00, 0.29, 0.00, 0.02, 0.01, 0.00]
}